#P
Computed, not measured: the molecule C5H6O, with ωB97M-V with the def2-TZVPD basis set.

The calculation puts the LUMO energy at -0.0034 hartree. As for the SMILES: C=C=C=CCO. For the HOMO-LUMO gap, the calculation gives 9.0960 eV.

```
! RIJCOSX wB97M-V def2-TZVPD def2/J DEFGRID3
* xyz 0 1
C 0.35 2.04 1.03
C -0.11 0.82 1.22
C -0.42 -0.41 1.09
C -0.53 -1.41 0.23
C -0.85 -0.92 -1.18
O 0.27 -0.18 -1.63
H 1.14 2.49 1.61
H -0.05 2.62 0.19
H -0.19 -2.42 0.41
H -1.76 -0.30 -1.17
H -0.97 -1.74 -1.89
H 0.44 0.49 -0.94
*
```

Here are the natural (NBO) charges for atoms 1 to 8, given in e: atom 1 (C): -0.4615, atom 2 (C): -0.0027, atom 3 (C): -0.0509, atom 4 (C): -0.1887, atom 5 (C): -0.0926, atom 6 (O): -0.7060, atom 7 (H): 0.2240, atom 8 (H): 0.2202

#Q
Computed, not measured: the molecule C5H6O, with ωB97M-V with the def2-TZVPD basis set.

The calculation puts the LUMO energy at 0.0371 hartree. As for the SMILES: C#C[C@]1(C)CO1. For the HOMO-LUMO gap, the calculation gives 10.9112 eV.

```
! RIJCOSX wB97M-V def2-TZVPD def2/J DEFGRID3
* xyz 0 1
C -1.89 1.59 0.17
C -0.96 0.85 -0.04
C 0.19 -0.01 -0.29
C -0.11 -1.49 -0.23
C 1.38 0.55 0.37
O 1.19 0.43 -1.14
H -2.75 2.17 0.30
H -0.84 -1.75 -1.00
H 0.80 -2.06 -0.39
H -0.53 -1.75 0.74
H 1.44 1.59 0.66
H 2.08 -0.12 0.86
*
```

Here are the natural (NBO) charges for atoms 1 to 8, given in e: atom 1 (C): -0.2314, atom 2 (C): -0.0214, atom 3 (C): 0.1299, atom 4 (C): -0.6129, atom 5 (C): -0.1013, atom 6 (O): -0.4636, atom 7 (H): 0.2349, atom 8 (H): 0.2245

Most stable structure - #Q; separation to the second - 8.9 kcal/mol.